# 1
DFT (ωB97M-V with the def2-TZVPD basis set) results for a molecular structure, C16H30InO6.

Last column: Löwdin charge in e.
Cartesian coordinates (Å):
C  1.74  4.25  -0.72  -0.1468
C  0.66  3.41  -0.03  -0.3853
C  1.18  2.51  1.10  -0.3553
In  2.94  1.23  0.62  0.3684
C  2.83  0.50  -1.45  -0.2984
H  1.47  4.50  -1.75  0.0573
H  1.92  5.19  -0.19  0.0608
H  2.69  3.72  -0.73  0.0252
H  -0.12  4.09  0.33  0.0800
H  0.17  2.77  -0.78  0.0845
H  0.38  1.83  1.42  -0.0053
H  1.42  3.12  1.99  0.0153
H  2.95  -0.14  1.77  -0.1339
H  4.47  2.15  0.78  -0.1349
H  1.81  0.26  -1.78  -0.0400
H  3.42  -0.42  -1.50  -0.0362
H  3.27  1.22  -2.14  -0.0543
O  -0.60  -1.17  -1.53  0.1083
C  -0.83  -1.27  -0.36  -0.4854
O  0.11  -1.61  0.54  0.0106
C  -0.44  -1.77  1.85  -0.1511
C  -1.71  -0.92  1.84  -0.1443
C  -2.15  -1.05  0.38  -0.0729
H  -0.66  -2.82  2.01  0.1243
H  0.32  -1.43  2.55  0.1177
H  -2.45  -1.27  2.55  0.0853
H  -1.46  0.12  2.06  0.1099
H  -2.77  -1.94  0.22  0.1204
H  -2.66  -0.19  -0.04  0.1218
O  4.69  1.50  -7.92  0.0961
C  4.23  1.13  -6.88  -0.5014
O  5.02  0.70  -5.87  0.0198
C  4.21  0.23  -4.76  -0.1443
C  2.86  0.92  -4.93  -0.1603
C  2.78  1.06  -6.45  -0.0819
H  4.13  -0.85  -4.84  0.1267
H  4.72  0.48  -3.84  0.1143
H  2.05  0.35  -4.48  0.1136
H  2.88  1.90  -4.45  0.1159
H  2.34  0.18  -6.92  0.1269
H  2.24  1.93  -6.82  0.1202
O  -4.59  -2.82  2.34  0.1260
C  -4.70  -2.90  3.52  -0.4861
O  -3.65  -3.21  4.33  0.0155
C  -4.07  -3.31  5.70  -0.1535
C  -5.36  -2.49  5.78  -0.1509
C  -5.94  -2.68  4.38  -0.0762
H  -4.24  -4.36  5.93  0.1244
H  -3.26  -2.93  6.31  0.1254
H  -6.01  -2.83  6.59  0.1120
H  -5.13  -1.44  5.95  0.1180
H  -6.55  -3.58  4.30  0.1295
H  -6.51  -1.85  3.99  0.1246

HOMO energy ... -4.23 eV
LUMO ... 1.9 eV
Charge ... -1
Orbital gap ... 6.1 eV
E_tot ... -1269.21557 Ha

=====

# 2
DFT (ωB97M-V with the def2-TZVPD basis set) results for a molecular structure, C16H30N2OP2Pb in a non-equilibrium geometry.

Last column: Löwdin charge in e.
Cartesian coordinates (Å):
Pb  -0.16  -1.59  -0.58  0.7592
P  2.45  -0.68  -1.03  0.6354
P  -2.26  0.69  2.22  0.9067
N  -0.89  0.02  -1.85  -0.3247
H  -0.10  -1.80  1.58  -0.0917
C  3.49  -2.17  -1.23  -0.2965
H  4.45  -1.89  -1.70  0.0430
H  2.97  -2.90  -1.86  0.0393
H  3.68  -2.62  -0.25  0.0364
C  3.52  0.46  -0.10  -0.2796
H  4.58  0.31  -0.37  0.0455
H  3.40  0.31  0.98  0.0083
H  3.23  1.50  -0.33  0.0497
C  2.48  0.05  -2.71  -0.2770
H  3.47  -0.08  -3.16  0.0444
H  2.25  1.12  -2.64  0.0474
H  1.72  -0.42  -3.34  0.0409
C  -3.27  -0.76  2.51  -0.1621
H  -4.26  -0.42  2.85  0.0652
H  -2.81  -1.38  3.29  0.0658
H  -3.38  -1.35  1.59  0.0722
C  -2.59  1.96  3.43  -0.1720
H  -3.68  2.11  3.49  0.0658
H  -2.10  2.89  3.13  0.0709
H  -2.22  1.65  4.42  0.0722
C  -2.37  1.36  0.58  -0.1931
H  -3.39  1.75  0.44  0.0790
H  -2.16  0.62  -0.22  -0.0025
H  -1.64  2.18  0.47  0.0808
C  -1.37  0.16  -3.07  -0.5602
C  -2.28  -0.70  -5.17  -0.1514
C  -1.77  -0.95  -3.91  -0.0973
C  -1.49  1.48  -3.60  -0.0980
C  -2.00  1.70  -4.86  -0.1496
C  -2.40  0.61  -5.66  -0.1642
H  -2.60  -1.54  -5.79  0.0866
H  -1.67  -1.96  -3.51  0.0672
H  -1.17  2.31  -2.96  0.0799
H  -2.09  2.71  -5.24  0.0829
H  -2.80  0.78  -6.66  0.0743
C  1.12  -0.43  3.25  -0.6015
O  0.66  0.44  2.16  -0.0478
C  2.01  -1.56  2.84  -0.0451
H  2.24  -2.17  3.72  0.1005
H  2.94  -1.16  2.43  0.0745
H  1.52  -2.22  2.10  0.0266
C  1.79  0.42  4.33  -0.0044
H  1.78  -0.13  5.27  0.0943
H  1.25  1.36  4.46  0.0860
H  2.81  0.64  4.04  0.0867
N  -0.28  -0.77  3.58  0.1444
C  -0.60  0.07  2.63  -0.5135

HOMO energy (spin up / spin down) ... -4.77 / -4.77 eV
LUMO (spin up / spin down) ... -0.1 / -0.1 eV
Orbital gap (spin up / spin down) ... 4.7 / 4.7 eV
E_tot ... -1687.70771 Ha

=====

# 3
DFT (ωB97M-V with the def2-TZVPD basis set) results for 6 unconnected molecules or ions with the total composition C16H30N7OS.

Last column: Löwdin charge in e.
Cartesian coordinates (Å):
C  -3.62  -2.97  0.62  -0.0561
C  -2.13  -3.27  0.60  -0.2311
N  -1.30  -2.47  1.61  -0.4893
S  -1.39  -3.24  3.23  0.9813
C  -1.78  -1.05  1.83  -0.1704
C  -1.83  -0.21  0.58  -0.2168
N  -2.90  0.39  0.29  0.1594
C  0.11  -2.48  1.08  -0.2750
O  0.90  -1.79  1.97  -0.1751
C  2.28  -1.74  1.57  -0.0454
H  -4.12  -3.80  0.13  0.0979
H  -4.01  -2.87  1.63  0.0819
H  -3.87  -2.06  0.07  0.0731
H  -1.97  -4.32  0.87  0.0966
H  -1.68  -3.13  -0.38  0.1080
H  -0.37  -4.06  2.98  -0.0816
H  -1.08  -0.61  2.55  0.1230
H  -2.77  -1.09  2.28  0.1191
H  -0.90  -0.10  0.02  0.1224
H  -2.79  1.01  -0.51  0.0142
H  0.07  -2.01  0.09  0.1414
H  0.39  -3.53  0.95  0.1323
H  2.53  -2.58  0.90  0.0962
H  2.49  -0.81  1.05  0.0894
H  2.90  -1.82  2.46  0.0893
C  1.42  -6.71  -0.69  -0.0577
C  0.22  -5.97  -1.07  -0.2621
N  -0.71  -5.38  -1.39  0.1468
H  1.68  -7.42  -1.48  0.0920
H  2.26  -6.03  -0.55  0.0829
H  1.24  -7.27  0.23  0.0865
C  -1.03  4.29  -1.63  -0.1073
C  -2.26  3.52  -1.55  -0.2632
N  -3.24  2.93  -1.46  0.1270
H  -0.63  4.47  -0.63  0.0517
H  -0.28  3.75  -2.20  0.0675
H  -1.21  5.24  -2.13  0.0745
C  -1.27  2.34  -6.08  -0.0637
C  -1.13  3.57  -5.32  -0.2606
N  -1.03  4.55  -4.73  0.1489
H  -0.59  1.58  -5.71  0.0806
H  -2.29  1.97  -6.00  0.0853
H  -1.05  2.53  -7.13  0.0862
C  1.23  7.36  1.01  -0.0624
C  1.57  6.22  0.17  -0.2762
N  1.85  5.34  -0.51  0.1356
H  2.13  7.71  1.52  0.0858
H  0.84  8.17  0.39  0.0874
H  0.49  7.08  1.75  0.0829
C  4.58  1.57  3.07  -0.0620
C  5.00  0.42  2.28  -0.2834
N  5.33  -0.48  1.65  0.1389
H  5.45  2.03  3.53  0.0877
H  4.09  2.30  2.44  0.0841
H  3.90  1.25  3.86  0.0818

HOMO energy ... -13.15 eV
ΔE to the lowest compared entry with this formula, charge and spin ... 0.00 kcal per mole
LUMO ... -3.1 eV
Charge ... +1
Orbital gap ... 10.0 eV
E_tot ... -1484.02947 Ha

=====

# 4
DFT (ωB97M-V with the def2-TZVPD basis set) results for a molecular structure, C16H31CrF3P2 in a non-equilibrium geometry.

Last column: Löwdin charge in e.
Cartesian coordinates (Å):
P  -1.53  -1.33  -0.41  0.8934
P  -1.03  1.81  -0.19  0.8447
C  -1.94  -0.27  -1.92  -0.3979
C  -1.02  0.94  -1.86  -0.4035
H  -3.01  -0.04  -1.92  0.0823
H  -1.73  -0.91  -2.77  0.0664
H  0.02  0.61  -1.90  0.0706
H  -1.18  1.65  -2.68  0.0884
C  -2.60  2.74  -0.48  -0.2683
H  -2.50  3.73  0.00  0.0554
H  -3.47  2.17  -0.05  0.0416
H  -2.83  2.89  -1.54  0.0548
C  0.27  3.11  -0.56  -0.2288
H  0.06  3.77  -1.42  0.0564
H  1.26  2.69  -0.72  0.0150
H  0.40  3.80  0.29  0.0540
C  -2.68  -2.74  -0.17  -0.3029
H  -2.50  -3.10  0.85  0.0473
H  -2.46  -3.57  -0.84  0.0264
H  -3.72  -2.45  -0.24  0.0460
C  -0.53  -2.60  -1.58  -0.2284
H  0.38  -2.21  -2.06  0.0140
H  -1.22  -2.93  -2.38  0.0476
H  -0.24  -3.51  -1.04  0.0421
Cr  -2.47  0.36  0.72  0.2035
C  3.43  1.15  0.42  -0.1299
C  2.49  0.95  1.34  -0.0987
C  1.66  -0.33  1.55  -0.1824
C  2.35  -1.59  1.05  -0.2006
C  2.33  -1.87  -0.43  -0.1126
C  2.92  -1.19  -1.43  -0.1152
C  4.26  -0.58  -1.28  -0.1936
C  4.51  0.22  0.03  -0.2040
C  -3.47  -0.82  2.14  -0.2347
H  3.59  2.17  0.08  0.0982
H  2.19  1.75  2.01  0.1044
H  0.62  -0.25  1.14  0.0580
H  1.57  -0.40  2.65  0.1147
H  3.38  -1.56  1.42  0.1002
H  1.85  -2.45  1.53  0.1149
H  1.83  -2.82  -0.68  0.0832
H  2.53  -1.24  -2.45  0.0948
H  4.46  0.10  -2.12  0.1025
H  5.05  -1.35  -1.30  0.1192
H  4.81  -0.45  0.84  0.1036
H  5.40  0.83  -0.15  0.1077
H  -2.65  -1.00  2.84  0.0013
H  -3.89  -1.80  1.82  -0.0329
H  -4.28  -0.34  2.72  -0.0115
F  -2.47  3.21  2.20  -0.0555
C  -2.68  1.82  2.41  -0.5131
F  -1.67  1.46  3.32  -0.0291
F  -3.84  1.76  3.15  -0.0093

<S²> ... 6.065
2S+1 ... 5
HOMO energy (spin up / spin down) ... -7.75 / -8.21 eV
ΔE to the lowest compared entry with this formula, charge and spin ... 91.85 kcal per mole
LUMO (spin up / spin down) ... -0.1 / 0.3 eV
Orbital gap (spin up / spin down) ... 7.7 / 8.5 eV
E_tot ... -2654.74943 Ha